{"formula": "C2H3Cl", "method": "ωB97M-V/def2-TZVPD", "symbols": ["C", "C", "Cl", "H", "H", "H"], "xyz": [[-1.07523, 0.34198, 0.11742], [0.76197, -0.33160, -0.40331], [1.92126, 0.16267, 0.60621], [-1.55561, -0.60067, 0.02086], [-0.95102, 0.78410, 1.08551], [0.89863, -0.35648, -1.42668]], "atomic_forces_ev_per_a": [[5.506, -2.243, -1.301], [-6.431, 1.856, 1.982], [1.795, 0.564, 1.112], [-1.239, -0.292, -0.226], [-0.191, 0.414, 0.374], [0.560, -0.299, -1.940]], "lowdin_charge": [0.09, -0.60, 0.62, -0.04, -0.03, -0.03], "homo_lumo_gap_ev": [7.9313, 9.5034], "de_lowest_kj_mol": 500.3}